(1)
Formula: C6H16N2
Source: OMol25
Level of theory: wB97M-V/def2-TZVPD

Values from the calculation:
ΔE to the lowest compared entry with this formula, charge and spin in kJ/mol: 90.87
SMILES: CC(C)[C@@H](C)NCN
Kohn-Sham gap in hartree: 0.3458
Net charge: 0

Last column: natural (NBO) charge in e.
Atoms and positions in Å:
1 C 1.499 1.335 -1.459  -0.611
2 C 0.215 1.476 -0.659  -0.219
3 C -1.040 1.365 -1.502  -0.613
4 C 0.144 0.559 0.562  -0.029
5 C -0.780 1.151 1.647  -0.634
6 N -0.274 -0.785 0.166  -0.673
7 C 0.519 -1.867 0.682  -0.019
8 N -0.255 -3.105 0.582  -0.848
9 H 1.887 2.286 -1.834  0.213
10 H 1.345 0.623 -2.267  0.210
11 H 2.336 1.038 -0.817  0.204
12 H 0.163 2.445 -0.144  0.189
13 H -1.017 0.430 -2.058  0.212
14 H -1.929 1.411 -0.870  0.202
15 H -1.191 2.134 -2.266  0.212
16 H 1.145 0.545 0.995  0.192
17 H -0.131 1.529 2.441  0.212
18 H -1.432 1.939 1.289  0.207
19 H -1.379 0.367 2.102  0.213
20 H -1.269 -0.931 0.183  0.370
21 H 1.397 -1.940 0.022  0.142
22 H 0.867 -1.754 1.716  0.148
23 H 0.386 -3.880 0.661  0.362
24 H -0.788 -3.104 -0.275  0.359

(2)
Formula: C6H16N2
Source: OMol25
Level of theory: wB97M-V/def2-TZVPD

Values from the calculation:
ΔE to the lowest compared entry with this formula, charge and spin in kJ/mol: 360.28
SMILES: CCN[C@H](CC)CN
Kohn-Sham gap in hartree: 0.3458
Net charge: 0

Last column: natural (NBO) charge in e.
Atoms and positions in Å:
1 C -0.363 2.268 -0.494  -0.627
2 C -1.537 1.209 -0.695  -0.242
3 N -1.388 -0.242 -0.215  -0.643
4 C -0.068 -0.548 0.286  -0.026
5 C 1.118 -0.501 -0.893  -0.438
6 C 2.161 0.338 -0.210  -0.633
7 C -0.133 -2.063 0.813  -0.203
8 N -1.120 -1.967 1.973  -0.887
9 H -0.536 3.211 -0.770  0.208
10 H 0.007 2.274 0.567  0.191
11 H 0.655 1.897 -0.866  0.207
12 H -2.333 1.555 -0.010  0.206
13 H -1.574 1.261 -1.783  0.193
14 H -1.679 -0.786 -1.037  0.352
15 H 0.051 0.073 1.107  0.181
16 H 0.706 -0.042 -1.759  0.203
17 H 1.309 -1.548 -1.146  0.208
18 H 1.997 1.451 -0.195  0.211
19 H 2.985 0.515 -0.886  0.209
20 H 2.466 0.235 0.768  0.215
21 H -0.430 -2.845 -0.024  0.188
22 H 0.776 -2.409 1.104  0.183
23 H -2.101 -2.074 1.677  0.377
24 H -0.967 -1.263 2.690  0.368

(3)
Formula: C6H16N2
Source: OMol25
Level of theory: wB97M-V/def2-TZVPD

Values from the calculation:
ΔE to the lowest compared entry with this formula, charge and spin in kJ/mol: 108.90
SMILES: CNCCNC(C)C
Kohn-Sham gap in hartree: 0.3456
Net charge: 0

Last column: natural (NBO) charge in e.
Atoms and positions in Å:
1 C 2.336 2.008 1.617  -0.416
2 N 2.787 0.879 0.795  -0.634
3 C 1.897 -0.256 0.716  -0.215
4 C 0.687 -0.056 -0.241  -0.237
5 N -0.454 -0.844 0.156  -0.636
6 C -1.698 -0.419 -0.502  -0.034
7 C -1.657 -0.506 -2.034  -0.633
8 C -2.850 -1.218 0.102  -0.609
9 H 2.665 2.911 1.175  0.196
10 H 2.793 1.889 2.601  0.188
11 H 1.250 2.078 1.738  0.173
12 H 3.117 1.223 -0.094  0.353
13 H 2.455 -1.107 0.317  0.187
14 H 1.450 -0.391 1.695  0.201
15 H 0.460 1.007 -0.092  0.180
16 H 0.966 -0.130 -1.283  0.162
17 H -0.353 -1.846 0.027  0.350
18 H -1.730 0.628 -0.207  0.178
19 H -1.293 -1.518 -2.233  0.200
20 H -2.621 -0.272 -2.484  0.212
21 H -0.974 0.221 -2.469  0.208
22 H -2.632 -2.277 -0.054  0.194
23 H -2.813 -1.020 1.151  0.222
24 H -3.788 -0.984 -0.394  0.210

(4)
Formula: C6H16N2O
Source: OMol25
Level of theory: wB97M-V/def2-TZVPD

Values from the calculation:
ΔE to the lowest compared entry with this formula, charge and spin in kJ/mol: 559.95
Kohn-Sham gap (spin up / spin down) in hartree: 0.2313 / 0.2309
Net charge: 0

Last column: natural (NBO) charge in e.
Atoms and positions in Å:
1 C -0.360 0.346 -0.351  0.389
2 C -0.198 -2.243 0.118  0.094
3 C 0.050 -0.211 0.868  -0.348
4 C 0.255 2.031 1.194  -0.541
5 C -1.808 0.557 -0.658  -0.687
6 C 1.722 2.318 1.012  -0.650
7 N 0.502 0.435 -1.384  -0.787
8 N 0.636 -2.534 -1.005  -0.885
9 O -1.582 -2.534 -0.047  -0.795
10 H -1.824 -3.382 -0.453  0.454
11 H 0.190 -2.756 1.004  0.124
12 H 0.168 0.558 -2.326  0.397
13 H 1.456 0.129 -1.268  0.410
14 H 0.811 -3.532 -1.149  0.344
15 H 0.226 -2.171 -1.859  0.348
16 H -0.674 -0.313 1.657  0.237
17 H 1.097 -0.392 1.062  0.220
18 H -0.058 1.981 2.237  0.183
19 H -0.394 2.736 0.672  0.177
20 H -1.965 1.063 -1.613  0.209
21 H -2.301 1.134 0.123  0.243
22 H -2.319 -0.408 -0.709  0.272
23 H 2.003 2.287 -0.047  0.191
24 H 2.022 3.311 1.375  0.210
25 H 2.345 1.588 1.542  0.191

(5)
Formula: C6H16N2O
Source: OMol25
Level of theory: wB97M-V/def2-TZVPD

Values from the calculation:
ΔE to the lowest compared entry with this formula, charge and spin in kJ/mol: 789.61
Kohn-Sham gap in hartree: 0.1327
Net charge: 0

Last column: natural (NBO) charge in e.
Atoms and positions in Å:
1 N -0.405 2.756 1.031  -0.801
2 C 0.042 1.346 1.473  -0.264
3 C -0.021 0.415 0.125  -0.245
4 C 1.512 0.082 -0.403  -0.426
5 C 1.314 -0.550 -1.939  -0.431
6 C 0.314 -1.849 -1.833  -0.262
7 N -1.010 -1.561 -1.127  -0.540
8 C -0.805 -1.014 0.302  -0.250
9 H -1.351 2.583 0.579  0.342
10 H 0.284 3.051 0.292  0.336
11 H 1.199 1.477 1.737  0.197
12 H -0.564 0.939 2.388  0.299
13 H -0.577 1.009 -0.734  0.190
14 H 2.099 -0.648 0.301  0.234
15 H 2.052 1.141 -0.504  0.237
16 H 2.359 -0.773 -2.426  0.258
17 H 0.710 0.291 -2.528  0.209
18 H 0.100 -2.200 -2.952  0.238
19 H 0.923 -2.704 -1.282  0.242
20 H -1.622 -2.411 -1.142  0.443
21 H -1.496 -0.803 -1.687  0.434
22 H -1.873 -0.845 0.768  0.270
23 H -0.198 -1.841 0.876  0.245
24 O -1.663 0.703 4.604  -1.327
25 H -1.324 1.407 4.082  0.372

(6)
Formula: C6H16N2O
Source: OMol25
Level of theory: wB97M-V/def2-TZVPD

Values from the calculation:
ΔE to the lowest compared entry with this formula, charge and spin in kJ/mol: 194.52
SMILES: CN(C)C=O.CC(C)N
Kohn-Sham gap in hartree: 0.3404
Net charge: 0

Last column: natural (NBO) charge in e.
Atoms and positions in Å:
1 C 2.118 0.496 0.998  -0.423
2 N 1.543 0.174 -0.304  -0.483
3 C 2.108 0.924 -1.412  -0.404
4 C 1.195 -1.200 -0.521  0.571
5 O 1.251 -2.072 0.314  -0.583
6 H 1.740 1.471 1.309  0.207
7 H 1.793 -0.218 1.751  0.243
8 H 3.209 0.471 0.975  0.187
9 H 1.703 0.565 -2.358  0.209
10 H 3.197 0.834 -1.447  0.190
11 H 1.853 1.979 -1.292  0.206
12 H 0.896 -1.363 -1.568  0.128
13 C -2.080 -1.223 -0.488  -0.637
14 C -1.293 -0.117 0.215  -0.121
15 C -2.068 1.200 0.156  -0.608
16 N -1.003 -0.424 1.613  -0.868
17 H -3.041 -1.389 0.010  0.203
18 H -2.295 -0.975 -1.528  0.203
19 H -1.542 -2.170 -0.442  0.211
20 H -0.166 0.295 -0.220  0.257
21 H -2.309 1.481 -0.869  0.200
22 H -3.025 1.100 0.677  0.186
23 H -1.519 2.003 0.647  0.209
24 H -0.406 -1.246 1.653  0.369
25 H -1.861 -0.598 2.132  0.348

(7)
Formula: C6H16N3O
Source: OMol25
Level of theory: wB97M-V/def2-TZVPD

Values from the calculation:
ΔE to the lowest compared entry with this formula, charge and spin in kJ/mol: 319.67
Kohn-Sham gap in hartree: 0.3956
Net charge: +1

Last column: natural (NBO) charge in e.
Atoms and positions in Å:
1 C -0.818 1.150 2.066  -0.128
2 C -1.120 1.567 0.866  0.096
3 C -0.271 -0.167 2.353  -0.668
4 C -1.715 2.920 0.531  -0.696
5 C 2.510 -2.836 -2.389  -0.254
6 C 1.524 -1.328 -0.998  0.449
7 N 1.559 -0.444 -0.055  -0.772
8 N -0.749 0.822 -0.335  -0.434
9 N -1.773 -0.177 -0.687  -0.634
10 O 2.599 -1.861 -1.421  -0.464
11 H -1.236 1.682 2.880  0.239
12 H -0.312 -0.880 1.544  0.208
13 H -0.650 -0.535 3.304  0.249
14 H 0.806 -0.070 2.504  0.256
15 H -1.360 3.529 -0.357  0.235
16 H -1.701 3.734 1.213  0.264
17 H -2.808 2.816 0.336  0.231
18 H 3.434 -2.917 -2.919  0.222
19 H 1.632 -2.619 -3.048  0.185
20 H 2.344 -3.742 -1.861  0.194
21 H 0.571 -1.840 -1.227  0.169
22 H -0.581 1.423 -1.167  0.435
23 H 2.587 -0.266 -0.048  0.385
24 H 0.126 0.279 -0.117  0.471
25 H -2.092 -0.684 0.105  0.386
26 H -2.504 0.443 -1.071  0.375

(8)
Formula: C6H16N3S
Source: OMol25
Level of theory: wB97M-V/def2-TZVPD

Values from the calculation:
ΔE to the lowest compared entry with this formula, charge and spin in kJ/mol: 187.22
Kohn-Sham gap in hartree: 0.3410
Net charge: +1

Last column: natural (NBO) charge in e.
Atoms and positions in Å:
1 C -0.658 -0.673 1.077  0.444
2 C 0.382 -1.198 -1.631  -0.632
3 C 1.688 0.881 -1.020  -0.601
4 C 2.499 -1.386 -0.295  -0.617
5 C -2.438 0.382 -0.178  -0.421
6 C 1.275 -0.527 -0.591  0.111
7 N -1.908 -0.555 0.790  -0.504
8 N 0.551 -0.341 0.674  -0.418
9 N -1.021 1.486 2.612  -1.104
10 S 0.432 -1.502 2.090  0.436
11 H 0.966 -1.409 -2.523  0.248
12 H -0.008 -2.143 -1.255  0.220
13 H -0.446 -0.556 -1.919  0.210
14 H 0.818 1.518 -1.161  0.211
15 H 2.230 0.828 -1.961  0.234
16 H 2.333 1.334 -0.273  0.229
17 H 2.201 -2.398 -0.021  0.224
18 H 3.127 -1.446 -1.179  0.243
19 H 3.084 -0.957 0.516  0.226
20 H -2.825 -0.153 -1.046  0.232
21 H -3.250 0.946 0.277  0.237
22 H -1.654 1.071 -0.485  0.226
23 H -2.584 -1.006 1.397  0.440
24 H -1.495 1.300 3.490  0.375
25 H -0.059 1.701 2.850  0.378
26 H -1.420 2.344 2.246  0.373

(9)
Formula: C6H16NO
Source: OMol25
Level of theory: wB97M-V/def2-TZVPD

Values from the calculation:
ΔE to the lowest compared entry with this formula, charge and spin in kJ/mol: 65.44
Kohn-Sham gap in hartree: 0.3604
Net charge: +1

Last column: natural (NBO) charge in e.
Atoms and positions in Å:
1 C -1.915 -0.302 0.604  -0.220
2 C -1.842 0.049 -0.882  -0.427
3 C -0.509 -0.226 -1.580  -0.459
4 C 2.210 2.023 0.165  -0.655
5 C 0.873 1.419 -0.154  -0.209
6 C 0.716 0.414 -1.010  -0.203
7 N -1.242 -1.626 0.882  -0.688
8 H -1.426 0.427 1.240  0.226
9 H -2.960 -0.376 0.883  0.232
10 H -2.638 -0.485 -1.402  0.227
11 H -2.118 1.097 -0.964  0.246
12 H -0.397 -1.301 -1.729  0.208
13 H -0.602 0.197 -2.570  0.258
14 H 2.263 2.358 1.201  0.224
15 H 3.004 1.302 -0.035  0.218
16 H 2.390 2.918 -0.432  0.245
17 H -0.007 1.901 0.268  0.191
18 H 1.614 -0.085 -1.374  0.213
19 H -1.600 -2.326 0.231  0.433
20 H -1.402 -1.963 1.831  0.442
21 H -0.233 -1.511 0.757  0.478
22 H 2.375 -1.874 1.728  0.504
23 H 1.751 -0.531 1.184  0.497
24 O 1.696 -1.502 1.159  -0.983